Molecular formula: C10H16Cl4ORu
Method: DFT, ωB97M-V/def2-TZVPD

```
32
Properties=species:S:1:pos:R:3
Ru 1.51 0.49 0.53
Cl 1.72 1.22 2.80
Cl 3.02 -0.34 -1.09
Cl 1.90 2.60 -0.04
Cl 2.60 -1.37 1.54
O 3.03 -3.34 -1.50
C -0.09 -0.96 0.11
C -0.68 -0.16 1.15
C -1.23 -0.72 2.38
C 0.02 -2.44 0.06
C 0.02 -0.14 -1.06
C -0.66 1.10 -0.78
C -0.86 2.26 -1.69
C -1.62 2.25 1.32
C 0.29 -0.66 -2.43
C -0.98 1.14 0.60
H -1.84 1.99 2.36
H 0.97 -1.53 -2.47
H -2.32 -0.81 2.41
H 0.95 -2.77 -0.44
H -1.02 3.17 1.34
H -0.89 -1.74 2.54
H -0.94 -0.08 3.20
H -0.20 3.10 -1.37
H 3.29 -2.87 -0.62
H -0.61 1.95 -2.71
H -0.78 -2.89 -0.56
H -0.13 -2.84 1.06
H 0.70 0.16 -3.04
H -0.69 -0.94 -2.83
H -2.57 2.51 0.86
H -1.90 2.64 -1.64
```

- 2S+1: 5
- Total charge: -2
- Energy relative to the best compared isomer or geometry (same formula, charge and spin): 0.00 kcal/mol
- Electronic energy: -2401.49434 hartree
- Frontier orbital gap (spin up / spin down): 5.61 / 3.67 eV
- Lowest unoccupied orbital energy (spin up / spin down): 0.1962 / 0.1591 Eh